The following is a quantum chemistry calculation of 13 unconnected molecules or ions with the total composition C59H85N3O37P, from the OMol25 dataset.

The frontier orbital gap comes out at 6.09 eV. The calculation puts the total energy at -5588.4762 hartree. As for the LUMO energy: -0.1 eV. The HOMO energy is -6.221 eV. As for the charge: -1. The strongest force on any atom comes out at 6.1 eV/A.

Last column: Löwdin charge in e.
Geometry (Å):
C -2.28 1.12 1.27  -0.008
C -0.78 1.12 1.10  -0.264
C -0.02 0.48 2.23  -0.157
O 1.38 0.37 2.04  -0.174
C 1.93 -0.62 2.86  -0.098
N -0.43 0.54 -0.26  0.219
H -0.84 -0.32 -0.60  0.071
H -0.86 1.09 -0.98  0.090
H 0.57 0.53 -0.43  0.130
H -2.49 1.45 2.29  0.056
H -2.67 0.12 1.11  0.088
H -2.92 1.77 0.67  0.076
H -0.41 2.08 0.75  0.137
H -0.50 -0.44 2.55  0.143
H -0.02 1.13 3.11  0.094
H 3.01 -0.48 2.87  0.094
H 1.62 -1.64 2.61  0.071
H 1.55 -0.38 3.86  0.078
C -5.19 -4.09 -2.05  -0.030
C -5.23 -2.72 -1.37  -0.280
C -4.85 -2.87 0.08  -0.186
O -4.68 -1.66 0.85  -0.189
C -5.98 -1.04 1.14  -0.068
N -4.28 -1.79 -2.10  0.244
H -4.25 -1.90 -3.10  0.143
H -4.48 -0.82 -1.92  0.117
H -3.29 -1.82 -1.87  0.068
H -5.98 -4.77 -1.76  0.089
H -4.32 -4.72 -1.86  0.084
H -5.14 -3.93 -3.12  0.088
H -6.23 -2.27 -1.41  0.144
H -3.89 -3.38 0.13  0.119
H -5.43 -3.44 0.80  0.138
H -6.62 -0.75 0.31  0.080
H -5.74 -0.24 1.85  0.073
H -6.58 -1.71 1.75  0.081
P -1.26 -0.65 -3.04  0.239
O 0.32 -0.55 -3.23  -0.384
O -1.76 0.82 -2.73  -0.385
O -1.56 -1.54 -1.71  -0.434
O -1.90 -1.28 -4.35  -0.424
C -4.07 -0.23 4.51  -0.019
O -2.61 0.00 4.42  -0.199
C -1.88 0.31 5.58  -0.225
C -1.95 1.75 6.01  -0.243
O -1.46 2.50 4.96  -0.185
C -2.42 3.41 4.29  -0.029
H -4.19 -1.13 5.12  0.085
H -4.59 -0.42 3.57  0.055
H -4.53 0.65 4.95  0.082
H -0.82 0.10 5.49  0.123
H -2.13 -0.36 6.40  0.122
H -1.38 1.74 6.94  0.123
H -2.91 2.10 6.40  0.119
H -2.02 4.04 3.49  0.084
H -2.90 4.05 5.03  0.089
H -3.11 2.82 3.68  0.065
C 7.75 -0.10 3.40  -0.133
O 6.48 -0.55 3.04  -0.204
C 6.31 -0.74 1.60  -0.133
C 5.45 0.47 1.01  -0.115
O 6.16 1.45 0.15  -0.218
C 5.28 2.31 -0.56  -0.115
H 8.22 0.48 2.60  0.088
H 8.39 -0.96 3.61  0.079
H 7.72 0.47 4.33  0.084
H 5.77 -1.68 1.56  0.107
H 7.21 -0.88 0.99  0.121
H 5.10 1.07 1.85  0.108
H 4.56 0.13 0.49  0.105
H 4.92 2.89 0.28  0.075
H 4.45 1.88 -1.13  0.076
H 5.83 3.00 -1.20  0.090
C 2.91 -10.41 3.70  -0.118
O 2.89 -9.37 4.69  -0.194
C 3.46 -8.16 4.13  -0.178
C 3.09 -7.05 5.13  -0.196
O 3.32 -5.78 4.54  -0.175
C 2.13 -5.11 4.18  -0.113
H 3.90 -10.78 3.45  0.078
H 2.50 -10.14 2.73  0.082
H 2.36 -11.26 4.11  0.083
H 2.97 -7.91 3.19  0.117
H 4.51 -8.33 3.89  0.125
H 3.64 -7.16 6.07  0.122
H 2.06 -7.30 5.41  0.122
H 1.55 -5.59 3.40  0.085
H 2.43 -4.07 4.03  0.087
H 1.51 -4.87 5.04  0.089
C -0.87 6.37 0.03  -0.304
O -1.01 6.99 1.10  -0.043
N -1.79 5.48 -0.49  -0.147
C -1.44 4.39 -1.46  -0.027
C -3.15 5.32 0.14  -0.034
H 0.01 6.50 -0.63  0.133
H -1.92 4.54 -2.43  0.075
H -1.48 3.39 -1.02  0.073
H -0.40 4.52 -1.74  0.069
H -3.18 4.41 0.74  0.068
H -3.30 6.15 0.82  0.071
H -4.00 5.41 -0.54  0.077
C 2.47 4.63 -3.59  0.086
C 2.54 4.24 -4.87  -0.230
C 2.65 2.86 -5.32  -0.327
O 2.67 2.50 -6.49  0.118
C 2.43 1.96 -4.22  0.054
C 2.19 2.27 -2.98  -0.228
C 2.41 3.66 -2.45  -0.266
O 2.45 4.03 -1.25  0.063
O 1.59 1.32 -2.21  0.043
O 2.74 5.20 -5.82  0.085
H 2.65 5.66 -3.34  0.132
H 2.23 0.95 -4.54  0.140
H 1.03 0.81 -2.80  0.000
H 2.99 4.79 -6.65  0.104
C 4.57 -3.67 -1.34  0.047
C 3.82 -3.69 -0.25  -0.196
C 2.51 -2.94 -0.21  -0.312
O 1.79 -2.95 0.78  0.071
C 2.19 -2.19 -1.38  0.052
C 3.09 -2.15 -2.38  -0.105
C 4.42 -2.89 -2.56  -0.350
O 5.16 -2.82 -3.46  0.181
O 2.66 -1.60 -3.63  0.049
O 4.07 -4.45 0.88  0.074
H 5.35 -4.42 -1.38  0.133
H 1.21 -1.78 -1.61  0.105
H 1.74 -1.31 -3.54  0.011
H 3.46 -4.22 1.59  0.081
C 3.72 3.21 4.71  0.062
C 2.54 3.01 4.07  -0.203
C 2.04 3.86 2.94  -0.266
O 0.95 3.72 2.35  0.107
C 2.99 4.91 2.61  0.100
C 4.21 5.04 3.24  -0.216
C 4.67 4.21 4.39  -0.331
O 5.78 4.37 4.95  0.088
O 5.15 5.91 2.83  0.077
O 1.62 2.14 4.50  0.096
H 4.02 2.46 5.43  0.134
H 2.84 5.30 1.62  0.131
H 5.91 5.42 2.50  0.124
H 0.79 2.34 4.06  0.065
C -1.07 1.95 -6.11  0.097
C -0.98 2.98 -5.23  -0.219
C -1.11 4.38 -5.61  -0.394
O -1.00 5.28 -4.85  0.159
C -1.29 4.56 -7.04  0.080
C -1.26 3.56 -7.98  -0.178
C -1.08 2.14 -7.57  -0.320
O -0.98 1.19 -8.33  0.110
O -1.08 3.76 -9.35  0.054
O -0.85 2.81 -3.88  0.035
H -0.98 0.96 -5.68  0.121
H -1.26 5.53 -7.51  0.129
H -1.46 3.05 -9.87  0.101
H -1.07 1.95 -3.53  -0.002
C -4.27 2.47 -3.84  0.093
C -4.76 2.02 -2.67  -0.183
C -6.13 2.37 -2.15  -0.339
O -6.53 1.91 -1.14  0.134
C -6.69 3.52 -2.91  0.079
C -6.21 4.04 -4.04  -0.263
C -4.90 3.60 -4.54  -0.287
O -4.35 4.12 -5.52  0.108
O -6.73 5.10 -4.65  0.114
O -4.07 1.17 -1.84  0.025
H -3.26 2.15 -4.08  0.110
H -7.57 3.85 -2.37  0.127
H -6.39 5.17 -5.54  0.116
H -3.18 1.06 -2.18  -0.005
C -0.73 -4.74 -0.92  0.058
C -0.94 -4.18 0.28  -0.296
C -0.90 -4.89 1.50  -0.349
O -0.90 -4.35 2.60  0.128
C -0.92 -6.36 1.43  0.075
C -0.74 -6.93 0.21  -0.165
C -0.60 -6.16 -1.10  -0.306
O -0.35 -6.67 -2.22  0.071
O -0.81 -8.33 0.12  0.045
O -1.33 -2.94 0.39  0.106
H -0.54 -4.25 -1.86  0.143
H -1.18 -6.95 2.29  0.131
H -1.19 -8.49 -0.75  0.093
H -1.50 -2.63 -0.51  0.021

The following is a quantum chemistry calculation of a molecular structure, C5F15InO15S5, from the OMol25 dataset.

The frontier orbital gap (spin up / spin down) comes out at 3.97 / 4.22 eV. As for the multiplicity: 2. The calculation puts the total energy at -4998.0184 hartree. As for the LUMO energy (spin up / spin down): -3.2 / -3.4 eV. The HOMO energy (spin up / spin down) is -7.203 / -7.666 eV. As for the charge: -1. The strongest force on any atom comes out at 3.8 eV/A. As for the expectation value of S²: 1.779.

Last column: Löwdin charge in e.
Geometry (Å):
In 0.11 0.49 0.64  1.372
C 2.83 4.05 -0.93  -0.662
F 3.33 4.29 -2.11  0.185
F 3.42 3.00 -0.31  0.135
F 2.96 5.10 -0.16  0.194
S 1.00 3.59 -1.19  0.612
O 0.43 3.38 0.15  -0.253
O 0.34 4.51 -2.10  -0.140
O 0.96 2.26 -1.88  -0.116
C -1.36 -4.41 0.43  -0.626
F -2.03 -3.53 -0.36  0.111
F -2.12 -5.29 1.10  0.124
F -0.59 -5.10 -0.38  0.128
S -0.32 -3.48 1.71  0.545
O -0.79 -2.10 1.58  -0.346
O -0.62 -4.17 2.96  -0.262
O 1.07 -3.65 1.26  -0.308
C -0.27 2.81 5.30  -0.585
F -0.73 3.71 4.44  0.133
F 0.75 3.41 5.95  0.119
F -1.28 2.28 6.05  0.119
S 0.49 1.31 4.24  0.555
O 1.04 0.32 5.22  -0.332
O -0.69 0.81 3.47  -0.386
O 1.43 1.80 3.22  -0.400
C 1.38 -2.94 -3.12  -0.670
F 1.23 -1.85 -3.79  0.200
F 0.31 -3.67 -2.89  0.186
F 2.19 -3.69 -3.90  0.124
S 2.30 -2.51 -1.49  0.607
O 2.67 -3.76 -0.80  -0.076
O 3.48 -1.76 -1.89  -0.162
O 1.30 -1.76 -0.72  -0.297
C -3.94 0.58 -2.66  -0.613
F -4.69 1.46 -2.02  0.125
F -4.28 -0.59 -2.13  0.141
F -4.17 0.56 -4.01  0.104
S -2.11 1.08 -2.32  0.513
O -1.28 -0.17 -2.23  -0.392
O -1.69 1.99 -3.36  -0.310
O -2.06 1.65 -0.96  -0.399

The following is a quantum chemistry calculation of a molecular structure, C5F15KO15S5, from the OMol25 dataset.

The frontier orbital gap comes out at 7.61 eV. The calculation puts the total energy at -5408.1247 hartree. As for the LUMO energy: 8.0 eV. The HOMO energy is 0.411 eV. As for the charge: -4. The strongest force on any atom comes out at 2.6 eV/A. The calculation puts the relative energy (zero: lowest compared OMol25 entry of this formula, charge and spin) at 0.133 eV.

Last column: Löwdin charge in e.
Geometry (Å):
K 0.34 0.20 -0.44  0.824
C 5.21 0.40 2.38  -0.692
F 5.31 -0.92 2.26  0.113
F 4.47 0.58 3.47  0.101
F 6.42 0.90 2.61  0.104
S 4.42 1.18 0.83  0.475
O 5.33 0.76 -0.23  -0.356
O 3.06 0.69 0.73  -0.341
O 4.58 2.60 1.14  -0.367
C -0.48 2.06 -3.47  -0.697
F -0.56 2.57 -2.24  0.111
F -1.33 1.08 -3.61  0.153
F -0.81 3.03 -4.33  0.097
S 1.29 1.51 -3.74  0.457
O 1.40 0.30 -2.92  -0.387
O 1.37 1.21 -5.16  -0.362
O 2.13 2.63 -3.36  -0.343
C -3.62 2.46 1.33  -0.652
F -3.14 3.72 1.44  0.083
F -4.90 2.52 1.74  0.079
F -3.59 2.15 0.04  0.122
S -2.62 1.14 2.33  0.476
O -1.50 0.84 1.45  -0.386
O -2.24 1.84 3.55  -0.363
O -3.63 0.12 2.51  -0.329
C -3.73 -1.67 -3.28  -0.644
F -5.03 -1.98 -3.16  0.078
F -3.30 -2.30 -4.39  0.077
F -3.65 -0.35 -3.51  0.102
S -2.69 -2.15 -1.76  0.480
O -1.49 -1.33 -1.89  -0.373
O -3.57 -1.74 -0.66  -0.330
O -2.49 -3.58 -1.91  -0.342
C 1.47 -2.09 3.49  -0.679
F 2.48 -1.32 3.20  0.145
F 1.87 -2.96 4.44  0.078
F 0.48 -1.41 4.04  0.124
S 0.77 -3.03 1.97  0.478
O 1.83 -3.96 1.61  -0.365
O -0.40 -3.72 2.47  -0.343
O 0.50 -1.96 1.02  -0.407

The following is a quantum chemistry calculation of a molecular structure, C5F15MgN2O11S5, from the OMol25 dataset.

The frontier orbital gap (spin up / spin down) comes out at 2.69 / 8.43 eV. As for the multiplicity: 2. The calculation puts the total energy at -4816.7457 hartree. As for the LUMO energy (spin up / spin down): 4.5 / 4.5 eV. The HOMO energy (spin up / spin down) is 1.839 / -3.909 eV. As for the charge: -2. The strongest force on any atom comes out at 6.6 eV/A. As for the expectation value of S²: 0.754.

Last column: Löwdin charge in e.
Geometry (Å):
Mg -12.22 -6.55 16.74  0.432
C -12.99 -7.17 13.08  -0.653
F -13.12 -6.45 11.97  0.139
F -14.15 -7.10 13.69  0.148
F -12.76 -8.44 12.83  0.155
S -11.62 -6.54 14.33  0.563
O -11.38 -7.60 15.28  -0.296
O -10.40 -6.06 13.58  -0.327
O -12.34 -5.46 14.96  -0.306
C -14.65 -9.96 15.88  -0.642
F -13.73 -10.25 14.85  0.010
F -15.52 -9.11 15.39  0.116
F -15.18 -11.14 16.23  0.077
S -13.76 -9.14 17.40  0.618
O -14.29 -9.77 18.61  -0.380
O -12.34 -9.40 17.18  -0.380
N -13.85 -7.35 17.22  -0.409
S -15.33 -6.89 17.89  0.629
O -15.83 -5.67 17.23  -0.351
O -16.27 -7.98 17.98  -0.324
C -14.82 -6.43 19.71  -0.654
F -15.94 -6.46 20.48  0.081
F -14.06 -7.38 20.28  0.115
F -14.32 -5.25 19.82  0.152
C -10.21 -3.26 17.51  -0.634
F -9.00 -3.80 17.47  0.136
F -10.24 -2.06 18.05  0.156
F -10.66 -3.22 16.26  0.148
S -11.45 -4.44 18.54  0.774
O -11.29 -4.22 19.97  -0.282
O -12.77 -4.22 17.88  -0.307
N -10.96 -6.02 17.92  -0.338
S -9.88 -6.52 18.94  0.628
O -9.01 -5.45 19.45  -0.330
O -10.63 -7.36 19.85  -0.268
C -8.65 -7.62 17.85  -0.559
F -7.53 -7.86 18.61  0.094
F -9.33 -8.74 17.52  0.125
F -8.35 -6.96 16.74  0.143